No. 1
14
Properties=species:S:1:pos:R:3:forces:R:3 method="wB97M-V/def2-TZVPD" charge=0 lumo_energy_ev=1.11 smiles=NC1(CF)CC1
N 1.36660 -0.77448 0.16540 0.9 0.3 0.1
C 0.12032 -0.07748 0.04465 0.3 -0.4 -0.6
C -0.01289 0.70905 -1.22075 -0.7 0.7 -2.1
F 1.22959 1.24718 -1.60146 0.4 0.5 0.6
C -0.50758 0.50506 1.26007 0.5 -1.1 1.5
C -1.02947 -0.79803 0.64817 -0.4 -0.5 -0.3
H 1.46045 -1.60669 -0.42460 -0.5 0.4 0.2
H 2.07698 -0.12255 -0.15521 0.3 -0.3 0.2
H -0.70421 1.58932 -1.13234 0.4 -0.9 0.0
H -0.22165 0.15147 -2.16963 -0.6 -0.1 1.1
H -1.13770 1.36219 1.24203 -0.3 0.6 -0.6
H 0.07720 0.48230 2.20213 -0.5 -0.4 -0.7
H -0.78602 -1.76478 1.10958 0.1 0.7 0.0
H -1.93163 -0.90256 0.03197 0.1 0.7 0.6

No. 2
69
Properties=species:S:1:pos:R:3:forces:R:3 method="wB97M-V/def2-TZVPD" charge=+1 lumo_energy_ev=-2.28
C 3.93756 -1.80575 -3.55992 0.1 -0.3 0.0
C 3.87099 -0.67446 -4.23879 0.1 0.2 0.0
C 3.48077 0.64991 -3.65736 -0.1 0.1 -0.2
C 2.22825 1.20924 -4.35477 0.1 0.0 0.2
O 1.44904 1.95843 -3.42934 -0.1 0.0 0.0
C 0.06834 1.64024 -3.45177 0.2 -0.1 0.1
C -0.20165 0.40188 -2.59925 0.0 0.3 0.0
N -1.64561 0.14838 -2.44953 0.6 -0.3 0.2
C -2.07650 -1.20270 -2.82214 -0.4 0.1 0.0
C -2.11054 -1.49050 -4.33508 0.1 -0.1 -0.2
C -2.60006 -0.29252 -5.16256 -0.3 -0.2 0.1
C -0.78906 -2.05738 -4.87703 0.0 0.2 0.2
H 4.16670 -2.73559 -4.06492 0.1 0.0 0.1
H 3.78976 -1.84134 -2.48617 -0.1 0.0 0.0
H 4.10174 -0.68906 -5.30138 -0.1 0.0 0.0
H 4.30144 1.36451 -3.76247 0.0 0.0 0.1
H 3.24609 0.55913 -2.59474 0.1 -0.1 0.0
H 1.64344 0.37275 -4.75197 0.0 0.1 0.0
H 2.50550 1.86921 -5.18251 0.0 -0.1 -0.1
H -0.45912 2.49397 -3.02315 -0.1 0.0 -0.1
H -0.27521 1.48541 -4.47871 -0.1 0.1 0.0
H 0.33190 -0.45901 -3.01188 -0.1 0.0 0.0
H 0.25831 0.60633 -1.62201 0.0 -0.1 0.0
H -1.84969 0.27429 -1.46649 -0.3 0.1 -0.1
H -1.48851 -1.98664 -2.31582 0.1 0.0 -0.1
H -3.10213 -1.31007 -2.45233 0.0 0.1 0.0
H -2.85207 -2.28628 -4.46036 0.0 0.0 0.2
H -3.21825 0.37310 -4.55909 0.1 0.1 0.0
H -3.22059 -0.63895 -5.99139 0.2 0.0 -0.1
H -1.77018 0.27800 -5.57982 0.0 0.1 0.1
H -0.94302 -2.60098 -5.80930 0.0 0.1 0.0
H -0.06419 -1.26040 -5.06507 0.0 -0.1 0.0
H -0.34585 -2.74533 -4.15167 0.0 -0.1 -0.1
C -0.15327 0.74916 6.77044 -0.1 -0.1 0.0
C -1.26052 -0.03737 6.07175 0.1 0.1 0.0
C -0.74446 -1.04417 5.03774 -0.1 0.0 0.1
C 0.13502 -0.49358 3.92654 0.0 -0.2 0.1
N -0.53882 0.32699 2.82463 -0.1 0.1 -0.1
C -0.10066 -0.19047 1.47652 0.1 -0.1 0.0
C -0.92502 -1.44328 1.26915 -0.1 -0.1 0.0
C -2.29878 -1.08737 1.85961 0.0 0.0 0.0
C -2.04472 0.13393 2.75418 -0.1 -0.1 -0.1
C -0.21231 1.80005 2.97759 0.0 0.1 0.0
C 1.17552 2.24869 2.53706 0.2 -0.1 0.1
C 2.38297 1.77979 3.34801 -0.1 0.0 0.0
H 0.38403 1.41221 6.08906 0.0 0.0 0.0
H -0.57245 1.37378 7.55750 0.0 0.0 0.0
H 0.57582 0.07908 7.22902 0.0 0.0 0.0
H -1.97837 0.66327 5.63600 0.0 0.0 0.0
H -1.81668 -0.59950 6.82332 0.0 0.0 0.0
H -1.56200 -1.64048 4.62542 0.0 0.0 0.0
H -0.11250 -1.76075 5.56978 0.1 0.0 -0.1
H 0.64264 -1.31570 3.42682 0.0 0.0 0.0
H 0.90364 0.13638 4.35970 0.0 0.1 -0.1
H -0.35158 0.57845 0.74483 0.0 0.0 0.0
H 0.97328 -0.35807 1.48179 0.0 0.1 0.0
H -0.48724 -2.28688 1.80344 0.0 0.0 0.0
H -0.97278 -1.71787 0.21696 0.0 0.0 0.0
H -2.72535 -1.92131 2.41302 0.0 0.0 0.0
H -3.01244 -0.82481 1.08064 0.0 0.0 0.0
H -2.45970 0.04840 3.74870 0.0 0.0 0.0
H -2.44763 1.03480 2.29965 0.0 0.0 0.0
H -0.40244 2.04675 4.02259 0.0 0.0 0.0
H -0.94299 2.33256 2.37101 0.0 0.0 0.0
H 1.13683 3.33921 2.58305 -0.1 0.0 0.0
H 1.32819 2.01378 1.48225 0.0 0.0 0.0
H 2.24022 1.94871 4.41734 0.0 0.0 0.0
H 3.26413 2.34229 3.04452 0.0 0.0 0.0
H 2.61282 0.72549 3.18915 0.0 0.0 0.0

No. 3
44
Properties=species:S:1:pos:R:3:forces:R:3 method="wB97M-V/def2-TZVPD" charge=0 lumo_energy_ev=-0.41
Pt -0.08753 0.14264 -0.09315 0.3 1.1 1.5
S -0.16480 -3.22440 -3.02886 0.0 -0.1 0.0
C -1.65565 -3.16013 -2.19963 0.0 -0.1 -0.1
C -1.67703 -2.17081 -1.27079 -0.1 0.1 0.2
C -0.46107 -1.42412 -1.22077 -0.2 0.7 -0.3
C 0.46504 -1.88424 -2.12633 0.1 -0.2 -0.1
C 1.85325 -1.44443 -2.29602 0.0 0.1 0.0
C 2.78997 -2.19029 -3.02119 -0.1 -0.1 0.0
C 4.10416 -1.77386 -3.06488 0.0 0.0 0.0
C 4.47386 -0.61742 -2.39131 0.0 0.0 0.0
C 3.48377 0.07924 -1.72462 -0.1 0.0 0.0
N 2.20865 -0.30637 -1.68411 0.0 0.1 0.0
H -2.43750 -3.86578 -2.44139 0.0 0.1 0.0
H -2.52940 -1.98441 -0.62948 0.1 0.0 0.0
H 2.48272 -3.09698 -3.52840 0.0 0.0 0.1
H 4.84084 -2.35508 -3.60575 0.0 0.0 0.0
H 5.49773 -0.26885 -2.38082 0.0 0.0 0.0
H 3.72343 0.99250 -1.18439 0.0 -0.1 0.0
C -1.09434 -2.41412 5.14051 0.0 0.1 -0.1
C -0.52152 -1.07868 4.76273 0.1 -0.1 -0.1
C -0.56087 0.00943 5.62379 0.0 0.1 0.1
C -0.02607 1.19381 5.15402 0.1 0.0 -0.2
N 0.52630 1.31038 3.94812 0.0 -0.1 0.1
C 0.54301 0.19999 3.20297 -0.3 -0.1 0.2
S 1.38541 0.33474 1.65397 -0.2 -0.3 -0.5
N 0.03067 -0.98186 3.55244 0.1 0.0 0.0
H -1.24495 -2.49176 6.21675 0.0 0.0 0.0
H -0.43209 -3.20791 4.79893 0.0 0.0 0.0
H -2.05758 -2.55405 4.64372 0.0 0.0 0.0
H -0.98492 -0.06620 6.61665 0.0 0.0 -0.1
H -0.03049 2.09214 5.76518 0.0 0.0 0.0
N 0.57538 2.84763 -1.69222 -0.2 -0.2 0.2
C -0.77196 2.72313 -1.67474 -0.3 0.0 0.1
C -1.55660 3.61459 -2.43638 0.0 0.1 0.0
C -2.92008 3.50773 -2.41953 0.0 0.1 -0.1
C -3.52418 2.52437 -1.63401 -0.1 0.1 0.1
C -2.70890 1.70540 -0.90422 0.0 -0.2 0.3
N -1.36242 1.77804 -0.90232 0.5 -0.7 -1.2
H 0.99698 3.46524 -2.36032 0.0 0.0 0.0
H 1.13667 2.11551 -1.28871 0.1 -0.2 0.0
H -1.05891 4.36987 -3.03169 0.0 0.0 0.0
H -3.52483 4.19139 -3.00488 0.1 -0.1 0.0
H -4.59814 2.41444 -1.58707 0.0 0.0 0.0
H -3.12602 0.94957 -0.25181 0.1 -0.1 -0.1

No. 4
18
Properties=species:S:1:pos:R:3:forces:R:3 method="wB97M-V/def2-TZVPD" charge=+1 lumo_energy_ev=-5.50 smiles="C=C=[NH+]C(=C)CC=C"
C -2.88467 1.34903 0.45175 -1.9 2.4 1.6
C -1.99610 0.44502 0.45817 1.6 -3.2 -0.7
N -1.38185 -0.66774 0.19749 -3.8 0.3 0.4
C -0.07226 -1.04655 -0.10059 1.0 -1.3 -0.2
C 0.32893 -2.28680 0.19689 1.0 0.6 -0.3
C 0.78668 -0.12407 -0.87571 2.4 -3.4 1.4
C 1.83602 0.30468 0.18123 0.4 0.6 -0.1
C 2.36675 1.53687 0.07901 -1.2 0.0 -1.2
H -2.72395 2.13814 -0.30419 -0.6 -0.7 -0.2
H -3.70442 1.58931 1.25187 2.1 -0.5 -1.2
H -2.02337 -1.49679 0.02880 0.5 1.5 0.0
H -0.24530 -2.98959 0.77006 -0.2 -0.2 0.1
H 1.36809 -2.57999 -0.09878 -1.2 0.2 0.2
H 1.00993 -0.71560 -1.81289 1.1 0.2 1.2
H 0.39746 0.66790 -1.33660 -2.3 3.5 -1.1
H 1.88516 -0.42995 1.04445 0.7 1.2 -1.2
H 1.99778 2.16075 -0.76782 0.3 -0.7 0.4
H 3.05511 2.14538 0.63686 0.2 -0.7 0.9

No. 5
9
Properties=species:S:1:pos:R:3:forces:R:3 method="wB97M-V/def2-TZVPD" charge=0 lumo_energy_ev=-0.07 smiles=Clc1ncop1.Cl
Cl 1.20827 2.20173 0.03841 -0.3 0.1 -0.2
C -0.03190 1.10980 0.51906 -0.2 -1.2 1.3
N -1.29873 1.24477 0.05759 1.5 2.0 -1.1
C -2.08337 0.46250 0.67801 -3.1 1.0 -1.8
O -1.60222 -0.31198 1.56124 0.9 -1.8 2.0
P 0.11425 -0.15562 1.72772 -1.2 1.0 -0.9
H -3.19133 0.52733 0.38262 1.7 -0.7 1.0
Cl 2.84880 -0.65166 0.45229 0.6 -0.5 -0.1
H 2.73646 0.56027 0.82985 0.1 0.3 0.0